No. 1
This record from the Open Molecules 2025 dataset describes 21 unconnected molecules or ions with the total composition C51H153N33O36P6. The level of theory is the ωB97M-V functional and the def2-TZVPD basis.

Results
ΔE to the lowest compared entry with this formula, charge and spin	0.0	kcal per mole
max |F|	4.5	eV/Å
HOMO level	-8.05	eV

The geometry in ORCA input format:
```
! RIJCOSX wB97M-V def2-TZVPD def2/J DEFGRID3
* xyz 0 1
C -4.794 2.199 0.404
N -5.312 3.034 -0.713
O -5.310 4.258 -0.505
O -5.804 2.470 -1.659
H -5.518 2.390 1.196
H -3.779 2.565 0.560
H -4.674 1.127 0.250
C 3.881 -4.483 -2.211
N 2.960 -5.021 -3.217
O 1.747 -4.851 -3.173
O 3.450 -5.859 -3.950
H 4.272 -5.331 -1.649
H 3.358 -3.716 -1.640
H 4.618 -3.907 -2.771
C 0.732 -5.700 2.635
N 1.740 -4.947 1.844
O 1.524 -4.913 0.637
O 2.723 -4.463 2.348
H 1.299 -6.229 3.401
H 0.261 -6.475 2.030
H 0.142 -4.910 3.099
C 5.768 -3.210 2.283
N 5.781 -3.888 0.976
O 5.722 -3.231 -0.077
O 5.900 -5.115 1.020
H 6.163 -2.224 2.040
H 6.348 -3.677 3.079
H 4.796 -3.155 2.773
C -4.906 -3.152 2.356
N -4.778 -1.678 1.985
O -4.256 -0.965 2.840
O -5.345 -1.295 0.961
H -4.396 -3.344 3.300
H -4.332 -3.646 1.572
H -5.978 -3.345 2.319
C -1.669 6.127 -7.976
N -0.599 5.093 -7.904
O 0.289 5.214 -7.022
O -0.597 4.169 -8.688
H -1.759 6.620 -7.008
H -2.520 5.705 -8.512
H -1.237 6.949 -8.547
C -6.480 0.852 4.530
N -7.690 0.039 4.440
O -8.718 0.523 3.928
O -7.498 -1.086 4.797
H -5.861 0.741 3.640
H -5.878 0.566 5.393
H -6.799 1.893 4.584
C -3.540 5.343 3.139
N -3.361 3.958 3.671
O -3.877 3.636 4.743
O -2.578 3.274 2.981
H -4.013 6.007 3.863
H -4.189 5.171 2.280
H -2.526 5.640 2.870
C 2.903 0.384 5.195
N 3.139 -1.058 4.947
O 2.875 -1.543 3.866
O 3.653 -1.660 5.844
H 2.662 0.536 6.248
H 1.997 0.738 4.703
H 3.819 0.915 4.940
C -2.429 4.791 -2.368
N -2.112 5.558 -1.166
O -1.928 6.751 -1.407
O -2.037 5.097 -0.033
H -1.447 4.479 -2.725
H -2.906 5.519 -3.024
H -2.995 3.902 -2.087
C -1.726 2.323 8.002
N -0.338 1.824 7.616
O 0.190 2.328 6.601
O 0.122 0.927 8.333
H -1.538 3.272 8.503
H -2.230 1.743 8.775
H -2.426 2.527 7.192
C -3.644 -0.450 -2.735
N -4.010 0.618 -3.638
O -3.632 1.746 -3.367
O -4.639 0.307 -4.683
H -3.051 -1.181 -3.285
H -4.478 -1.074 -2.412
H -3.091 -0.087 -1.870
C 3.490 3.412 -6.011
N 3.024 3.687 -4.591
O 1.854 3.779 -4.387
O 3.895 3.729 -3.718
H 4.342 2.735 -5.957
H 3.665 4.401 -6.435
H 2.639 2.959 -6.519
C -0.770 -3.867 -1.369
N -1.637 -3.453 -0.238
O -2.830 -3.273 -0.483
O -1.116 -3.387 0.871
H 0.219 -3.428 -1.244
H -1.119 -3.411 -2.295
H -0.818 -4.955 -1.327
C 1.883 7.333 -1.014
N 1.053 8.291 -1.745
O 0.849 8.166 -2.945
O 0.430 9.148 -1.043
H 1.145 6.822 -0.396
H 2.381 7.833 -0.183
H 2.618 6.722 -1.538
O 2.421 0.703 -7.968
P 1.413 -0.338 -7.562
N 0.168 0.186 -6.541
C -0.212 1.605 -6.631
C -0.840 -0.664 -5.847
N 2.151 -1.635 -6.689
C 2.968 -2.624 -7.397
C 2.670 -1.286 -5.403
N 0.600 -1.040 -8.902
C -0.490 -2.006 -8.821
C 0.931 -0.707 -10.254
H -1.007 1.796 -7.351
H 0.691 2.194 -6.792
H -0.645 1.979 -5.703
H -0.516 -1.704 -5.829
H -1.753 -0.742 -6.436
H -1.019 -0.364 -4.815
H 4.016 -2.333 -7.467
H 3.038 -3.553 -6.831
H 2.667 -2.857 -8.418
H 1.952 -0.609 -4.940
H 2.669 -2.172 -4.769
H 3.620 -0.753 -5.457
H -0.395 -2.452 -7.831
H -1.397 -1.403 -8.868
H -0.468 -2.718 -9.645
H 0.064 -0.343 -10.807
H 1.307 -1.546 -10.840
H 1.653 0.108 -10.311
O 0.203 -1.026 -1.666
P 0.621 0.065 -0.718
N 2.278 0.061 -0.324
C 2.759 -1.091 0.410
C 3.328 0.661 -1.133
N -0.194 0.070 0.762
C -1.657 0.137 0.738
C 0.296 0.762 1.912
N 0.356 1.619 -1.398
C 0.823 2.867 -0.743
C -0.230 1.794 -2.754
H 1.899 -1.602 0.844
H 3.411 -0.686 1.183
H 3.235 -1.790 -0.278
H 3.686 -0.046 -1.880
H 4.184 0.865 -0.489
H 2.993 1.578 -1.619
H -2.164 -0.429 1.520
H -1.920 1.192 0.812
H -2.065 -0.229 -0.204
H -0.414 0.668 2.734
H 1.282 0.435 2.244
H 0.364 1.822 1.665
H -0.064 3.339 -0.320
H 1.484 2.630 0.090
H 1.357 3.470 -1.478
H 0.303 1.161 -3.463
H -0.156 2.845 -3.034
H -1.274 1.485 -2.692
O -8.040 -3.519 1.103
P -8.410 -4.235 -0.152
N -9.864 -3.853 -0.909
C -10.054 -2.635 -1.738
C -10.931 -3.884 0.105
N -8.614 -5.919 0.082
C -8.714 -6.908 -1.090
C -8.510 -6.511 1.402
N -7.183 -4.174 -1.368
C -5.929 -3.695 -0.958
C -7.299 -4.565 -2.758
H -10.999 -2.481 -2.258
H -9.245 -2.560 -2.465
H -10.046 -1.821 -1.014
H -10.680 -3.291 0.984
H -10.998 -4.900 0.493
H -11.892 -3.596 -0.323
H -9.213 -6.356 -1.887
H -7.716 -7.151 -1.457
H -9.228 -7.835 -0.835
H -8.166 -5.783 2.135
H -9.538 -6.634 1.743
H -7.911 -7.422 1.408
H -5.082 -4.150 -1.473
H -5.723 -2.643 -1.158
H -5.744 -3.907 0.095
H -6.594 -4.053 -3.413
H -8.320 -4.517 -3.137
H -6.977 -5.603 -2.838
O 3.247 5.117 0.864
P 3.028 4.827 2.317
N 1.389 4.423 2.733
C 1.082 3.734 3.989
C 0.345 5.219 2.274
N 3.401 6.192 3.328
C 4.105 7.344 2.947
C 3.145 6.137 4.751
N 4.037 3.534 2.911
C 5.433 3.700 3.339
C 3.883 2.259 2.250
H 0.912 4.502 4.743
H 1.838 3.008 4.286
H 0.125 3.222 3.888
H -0.494 4.596 1.965
H 0.677 5.726 1.368
H 0.012 5.937 3.024
H 4.013 7.654 1.906
H 3.689 8.208 3.465
H 5.178 7.198 3.075
H 2.183 6.621 4.922
H 3.287 5.141 5.169
H 3.894 6.789 5.201
H 5.896 4.231 2.507
H 5.605 4.369 4.182
H 6.027 2.826 3.606
H 4.410 1.393 2.650
H 4.233 2.362 1.223
H 2.821 2.014 2.214
O -3.134 -4.152 5.191
P -1.880 -3.638 5.842
N -2.027 -3.229 7.499
C -3.210 -3.696 8.298
C -1.122 -2.389 8.275
N -1.361 -2.216 5.060
C -1.844 -0.904 5.570
C -1.137 -2.107 3.624
N -0.431 -4.584 5.854
C 0.915 -4.003 5.944
C -0.605 -6.015 5.943
H -3.955 -4.140 7.638
H -3.542 -2.912 8.978
H -2.835 -4.462 8.977
H -0.408 -2.007 7.545
H -0.626 -2.881 9.111
H -1.735 -1.554 8.614
H -1.615 -0.662 6.608
H -1.385 -0.112 4.979
H -2.926 -0.941 5.440
H -2.022 -1.816 3.058
H -0.366 -1.374 3.385
H -0.720 -3.002 3.163
H 1.610 -4.607 5.361
H 1.068 -2.970 5.630
H 1.191 -4.086 6.995
H 0.333 -6.501 5.675
H -1.387 -6.359 5.266
H -0.917 -6.248 6.961
O 9.883 0.157 -0.997
P 8.484 0.308 -1.545
N 8.406 0.923 -3.157
C 9.614 0.953 -4.054
C 7.170 1.490 -3.750
N 7.309 1.130 -0.549
C 7.428 2.574 -0.522
C 7.117 0.573 0.835
N 7.756 -1.222 -1.749
C 8.473 -2.464 -1.296
C 6.418 -1.393 -2.255
H 9.772 1.917 -4.537
H 9.545 0.140 -4.777
H 10.513 0.785 -3.461
H 6.429 1.612 -2.961
H 6.864 0.818 -4.552
H 7.368 2.441 -4.245
H 8.197 2.793 0.218
H 7.834 2.987 -1.445
H 6.470 3.056 -0.328
H 6.059 0.333 0.948
H 7.785 -0.288 0.818
H 7.415 1.263 1.623
H 9.527 -2.224 -1.154
H 8.102 -2.830 -0.339
H 8.426 -3.290 -2.006
H 6.324 -2.326 -2.810
H 6.110 -0.620 -2.959
H 5.708 -1.278 -1.436
*
```

Mulliken population analysis, charges in e, atoms 1 to 4: atom 1 (C): 0.291, atom 2 (N): 1.090, atom 3 (O): -0.611, atom 4 (O): -0.583


No. 2
This record from the Open Molecules 2025 dataset describes a single C3H5NO2 molecule. The level of theory is the ωB97M-V functional and the def2-TZVPD basis.

Results
SMILES	O=CCNC=O
ΔE to the lowest compared entry with this formula, charge and spin	18.9	kcal per mole
max |F|	0.6	eV/Å
HOMO level	-10.19	eV

The geometry in ORCA input format:
```
! RIJCOSX wB97M-V def2-TZVPD def2/J DEFGRID3
* xyz 0 1
O 0.764 2.225 -0.368
C -0.287 1.678 -0.605
C -0.544 0.259 -0.229
N 0.601 -0.339 0.401
C 0.524 -1.675 0.610
O -0.458 -2.309 0.271
H -1.118 2.200 -1.125
H -1.442 0.196 0.406
H -0.868 -0.292 -1.130
H 1.422 0.196 0.671
H 1.407 -2.139 1.100
*
```

Mulliken population analysis, charges in e, atoms 1 to 4: atom 1 (O): -0.490, atom 2 (C): 0.047, atom 3 (C): -0.400, atom 4 (N): -0.108


- Which value of ΔE to the lowest compared entry with this formula, charge and spin does entry 1 give?
  0.0 kcal per mole